C4H9ClFN2O2 | the ωB97M-V functional and the def2-TZVPD basis

The geometry in XYZ format:
```
19
Properties=species:S:1:pos:R:3
C 0.510 -0.365 -0.375
H -1.019 -0.483 1.056
Cl 2.115 1.109 -0.744
C -0.314 0.296 0.726
N 1.378 -1.514 0.159
O 0.901 -2.237 1.001
O 2.459 -1.725 -0.345
C -0.001 -0.503 -1.778
H -1.104 -0.686 -1.756
H -0.087 0.479 -2.259
H 0.592 -1.234 -2.343
C -1.177 1.440 0.199
H -0.566 2.260 -0.210
H -1.887 1.051 -0.546
H -1.764 1.843 1.037
N 0.540 0.586 1.867
H 0.026 0.475 2.733
H 0.883 1.545 1.834
F -1.485 -2.337 -0.256
```

Properties
gap between HOMO and LUMO: 7.44 eV
DFT total energy: -26606.5385 eV
energy relative to the best compared isomer or geometry (same formula, charge and spin): 1.251 eV
lowest unoccupied orbital energy: 3.1 eV
total charge: -1